Below is a structure of composition C40H40AsN4O8STi, with properties calculated with ωB97M-V with the def2-TZVPD basis set.

The geometry in XYZ format:
```
95
Properties=species:S:1:pos:R:3:forces:R:3:lowdin_charge:R:1
Ti 0.649 -0.417 -0.138 -0.16 0.15 0.63 1.185
C -2.448 -3.448 5.947 -0.04 -0.05 0.07 -0.040
C -2.111 -2.875 4.603 -0.07 0.00 -0.10 -0.259
C -2.943 -2.973 3.521 0.05 0.04 0.06 0.016
C -2.663 -2.371 2.264 0.11 0.05 -0.01 -0.109
C -3.612 -2.696 1.258 -0.03 0.05 -0.12 0.012
N -4.008 -2.032 0.209 0.01 -0.11 0.14 0.112
C -3.777 -0.617 -0.055 0.04 0.06 -0.01 -0.148
C -4.349 0.230 1.080 -0.01 0.00 0.01 -0.136
C -4.005 1.699 0.947 -0.08 0.01 -0.01 -0.142
N -2.568 1.935 1.070 0.09 0.09 0.03 0.093
C -2.066 3.125 0.906 -0.03 -0.06 0.01 0.005
C -0.704 3.464 0.889 0.25 -0.16 0.02 -0.107
C -0.382 4.824 0.668 0.06 -0.04 0.02 0.030
C 0.911 5.255 0.537 -0.08 0.02 -0.01 -0.253
C 1.265 6.688 0.268 -0.01 0.06 0.00 -0.036
C 1.910 4.278 0.631 0.02 -0.11 0.01 0.053
C 1.650 2.935 0.818 -0.19 0.09 0.02 -0.114
C 2.767 2.015 0.837 0.03 -0.08 0.07 -0.076
N 2.678 0.756 0.694 -0.17 0.13 -0.25 0.019
C 3.946 0.034 0.753 0.09 -0.02 0.02 -0.197
C 3.925 -0.962 1.896 0.03 0.04 -0.01 -0.148
C 2.905 -2.062 1.687 0.02 -0.09 -0.01 -0.194
N 1.503 -1.597 1.721 0.05 0.09 0.13 0.011
C 0.947 -1.745 2.860 0.08 -0.05 -0.18 -0.071
C -0.476 -1.795 3.129 -0.14 -0.04 0.05 -0.097
C -0.846 -2.327 4.349 0.06 0.08 -0.14 0.042
C -1.422 -1.661 2.059 -0.14 -0.13 0.22 -0.259
O -1.126 -1.050 0.987 0.12 -0.06 -0.15 -0.134
C 0.319 2.464 0.963 -0.05 0.30 -0.06 -0.269
O 0.031 1.216 1.131 -0.03 -0.20 -0.11 -0.146
H -3.483 -3.784 5.982 0.01 -0.01 0.01 0.080
H -1.810 -4.302 6.181 0.00 0.01 0.01 0.089
H -2.311 -2.709 6.737 0.00 0.01 0.00 0.087
H -3.881 -3.510 3.624 0.00 -0.01 0.01 0.127
H -4.120 -3.647 1.385 -0.01 -0.01 -0.01 0.153
H -4.648 -2.508 -0.410 0.00 -0.02 -0.01 0.169
H -2.707 -0.487 -0.140 0.02 0.03 -0.04 0.069
H -4.242 -0.385 -1.012 0.00 0.01 0.00 0.145
H -5.436 0.132 1.109 0.00 0.01 -0.01 0.130
H -3.972 -0.131 2.040 0.02 -0.02 0.00 0.119
H -4.336 2.088 -0.020 -0.01 -0.02 0.01 0.133
H -4.517 2.261 1.730 -0.02 0.00 -0.04 0.135
H -1.889 1.176 1.193 -0.01 -0.03 -0.01 0.124
H -2.784 3.925 0.743 -0.02 -0.01 0.01 0.155
H -1.197 5.536 0.591 -0.01 0.01 0.00 0.128
H 0.390 7.331 0.347 0.00 0.00 -0.01 0.080
H 2.013 7.050 0.974 0.00 0.00 0.00 0.086
H 1.677 6.802 -0.737 0.01 0.00 0.00 0.085
H 2.947 4.582 0.524 0.01 0.00 0.00 0.137
H 3.749 2.482 0.960 0.01 -0.04 0.02 0.140
H 4.096 -0.494 -0.188 0.02 -0.01 0.03 0.106
H 4.771 0.740 0.886 0.00 -0.01 -0.01 0.120
H 4.910 -1.425 1.979 0.00 -0.01 -0.04 0.127
H 3.731 -0.440 2.839 0.00 -0.01 0.01 0.121
H 3.079 -2.537 0.723 0.03 0.00 0.01 0.082
H 3.034 -2.833 2.452 0.01 0.03 0.01 0.120
H 1.559 -2.061 3.710 0.04 -0.01 -0.02 0.137
H -0.087 -2.396 5.122 0.01 0.00 0.01 0.135
O 3.022 -1.469 -3.518 0.10 0.01 -0.20 -0.196
As 2.642 -2.377 -2.101 -0.35 0.34 0.13 0.989
O 3.911 -3.063 -1.381 0.21 -0.07 -0.03 -0.401
O 2.046 -1.082 -1.077 -0.07 -0.46 -0.06 -0.506
C 1.323 -3.711 -2.584 0.29 -0.28 0.08 -0.224
C 1.878 -4.980 -2.706 0.03 -0.06 0.05 -0.068
C 1.094 -6.054 -3.123 0.02 0.09 0.02 -0.052
C -0.247 -5.867 -3.405 0.00 0.09 0.01 -0.051
C -0.812 -4.601 -3.273 -0.15 -0.09 -0.03 -0.041
C -0.028 -3.544 -2.866 -0.15 0.36 -0.19 -0.267
S -0.687 -1.908 -2.698 0.12 -0.40 -0.04 0.538
O 0.136 -1.063 -3.525 0.02 0.00 -0.12 -0.273
O -2.108 -1.896 -2.910 0.05 -0.10 -0.04 -0.274
O -0.387 -1.712 -1.227 -0.31 0.60 0.26 -0.430
H 2.207 -1.056 -3.854 -0.04 -0.02 0.00 0.039
H 2.923 -5.131 -2.467 0.01 0.04 0.00 0.106
H 1.543 -7.032 -3.225 0.00 -0.01 0.01 0.113
H -0.857 -6.698 -3.731 -0.01 0.00 -0.01 0.113
H -1.858 -4.427 -3.489 0.01 0.01 0.00 0.116
C 2.786 3.951 -3.326 -0.04 0.09 -0.04 -0.074
C 3.297 2.749 -2.796 0.03 -0.11 0.05 -0.060
C 2.461 1.824 -2.238 0.03 0.08 -0.05 -0.045
C 1.059 2.036 -2.172 0.01 0.06 0.04 -0.152
C 0.159 1.120 -1.536 0.17 0.00 -0.13 -0.135
C -1.185 1.337 -1.706 0.11 -0.04 -0.04 -0.127
C -1.702 2.457 -2.393 0.00 0.02 0.01 -0.068
C -0.851 3.403 -2.881 -0.08 0.00 -0.03 -0.029
C 0.547 3.214 -2.786 0.03 -0.09 0.06 -0.160
C 1.439 4.167 -3.332 0.05 0.03 -0.01 -0.036
H 3.461 4.679 -3.760 -0.01 0.01 0.00 0.105
H 4.360 2.550 -2.851 0.00 -0.01 0.00 0.110
H 2.863 0.898 -1.863 0.03 -0.04 0.02 0.081
H -1.897 0.624 -1.321 -0.04 -0.04 0.01 0.065
H -2.773 2.563 -2.525 -0.01 0.00 -0.01 0.105
H -1.225 4.285 -3.389 -0.01 0.01 0.01 0.115
H 1.027 5.065 -3.779 0.00 0.00 -0.01 0.114
```
Positions in Å, forces in eV/Å.

Values from the calculation:
lowest unoccupied orbital energy = -3.49 eV
total charge = +1
ΔE to the lowest compared entry with this formula, charge and spin = 0.00 kcal/mol
HOMO-LUMO gap = 6.45 eV